Record 1
57
Properties=species:S:1:pos:R:3:forces:R:3:mulliken_charge:R:1 method="wB97M-V/def2-TZVPD" charge=+1 gap_ev="7.63 / 7.64" e_lumo_ev="-3.1148 / -3.1082"
Pt -0.5603 1.2266 -0.0926 1.525 -0.794 -0.614 1.596
C 2.6910 2.7126 -0.9614 -0.037 -0.083 0.006 -1.127
C 2.6272 1.2370 -0.7610 0.097 -0.169 -0.024 0.389
C 3.6299 0.2773 -0.9332 -0.040 0.032 0.002 -1.073
C 3.0849 -0.9232 -0.5031 0.061 0.199 -0.101 0.682
C 3.7002 -2.2800 -0.5064 -0.086 -0.025 0.118 -1.289
N 1.8225 -0.6746 -0.1063 0.273 -0.247 0.028 1.193
N 1.5469 0.6335 -0.2743 -0.655 0.660 -0.088 -0.667
B 0.8058 -1.5425 0.6731 -0.237 0.381 -0.321 -1.232
N 0.3921 -0.7312 1.9286 0.014 -0.162 0.053 0.988
N -0.1727 0.4977 1.8524 -0.623 1.081 -1.176 -0.368
C -0.4334 0.9390 3.0765 0.027 -0.013 -0.099 0.554
C -1.0743 2.2677 3.2847 0.026 -0.093 0.017 -1.024
C -0.0123 -0.0332 3.9886 -0.002 0.034 -0.064 -1.169
C 0.5040 -1.0695 3.2286 -0.110 0.168 0.115 0.833
C 1.0971 -2.3569 3.6873 0.003 0.013 -0.148 -1.383
N -0.4582 -1.7464 -0.2022 0.028 -0.491 0.094 1.286
N -1.4374 -0.8228 -0.1669 -0.734 0.121 -0.211 -0.769
C -2.4669 -1.2756 -0.8834 0.277 -0.244 0.103 0.361
C -3.7472 -0.5135 -0.9539 0.102 -0.071 -0.021 -1.288
C -2.1370 -2.5357 -1.3944 0.029 0.039 -0.079 -1.095
C -0.8521 -2.8013 -0.9401 -0.241 0.012 -0.223 0.686
C 0.0110 -3.9754 -1.2482 0.077 0.048 0.109 -1.362
H 3.5562 2.9781 -1.5643 -0.012 0.028 -0.021 0.390
H 2.7806 3.2075 0.0068 -0.009 0.058 -0.034 0.250
H 1.7887 3.0923 -1.4439 0.009 0.031 0.015 0.086
H 4.6242 0.4423 -1.3116 0.020 -0.031 0.012 0.505
H 4.7566 -2.2022 -0.7511 0.004 -0.003 -0.004 0.370
H 3.2216 -2.9189 -1.2500 0.017 -0.023 0.014 0.201
H 3.6018 -2.7654 0.4639 0.022 -0.017 -0.006 0.272
H 1.2776 -2.5890 0.9703 0.104 -0.074 0.061 -0.163
H -1.2499 2.7339 2.3146 -0.006 0.050 0.048 -0.039
H -0.4359 2.9212 3.8780 -0.009 0.011 0.005 0.333
H -2.0274 2.1610 3.8018 0.000 0.017 0.013 0.331
H -0.0763 0.0165 5.0615 0.020 -0.024 0.014 0.486
H 1.0730 -2.4030 4.7727 -0.001 -0.011 0.008 0.369
H 2.1316 -2.4462 3.3549 0.009 -0.027 0.041 0.288
H 0.5431 -3.2044 3.2838 0.011 -0.027 0.047 0.285
H -3.6265 0.4347 -0.4292 -0.062 0.020 -0.017 0.155
H -4.5410 -1.0775 -0.4639 -0.044 0.050 -0.011 0.363
H -4.0602 -0.3315 -1.9826 -0.017 0.024 -0.003 0.307
H -2.7498 -3.1722 -2.0102 0.004 -0.056 0.033 0.516
H -0.5979 -4.7902 -1.6320 0.006 -0.020 0.017 0.392
H 0.5518 -4.3192 -0.3675 -0.005 -0.037 -0.006 0.307
H 0.7449 -3.7149 -2.0136 0.025 -0.029 0.016 0.191
N -0.6612 1.4211 -2.3659 -0.002 -0.053 1.449 -0.685
C -1.7871 2.2408 -2.8360 -0.184 0.256 0.037 -0.467
C -1.9010 3.4800 -1.9663 0.063 -0.209 -0.223 -0.680
N -2.0346 3.0670 -0.5660 0.126 -0.153 0.669 -0.482
H 0.2183 1.7901 -2.7130 0.091 -0.035 0.127 0.263
H -0.7393 0.4653 -2.6990 0.010 -0.052 0.036 0.250
H -2.7000 1.6498 -2.7530 0.040 -0.046 0.009 0.189
H -1.6688 2.5394 -3.8795 0.026 -0.114 -0.010 0.424
H -2.7540 4.0747 -2.3000 0.052 0.061 0.002 0.426
H -0.9991 4.0853 -2.0678 -0.007 0.017 0.052 0.362
H -2.9890 2.7781 -0.3840 -0.010 0.029 0.094 0.238
H -1.8318 3.8455 0.0493 -0.063 -0.006 0.045 0.245


Record 2
14
Properties=species:S:1:pos:R:3:forces:R:3:mulliken_charge:R:1 method="wB97M-V/def2-TZVPD" e_above_lowest_kcal_mol=93.8 gap_ev=7.72 e_lumo_ev=0.7618
C 0.3319 -0.7995 -0.6402 -0.390 3.602 0.016 -0.726
C 0.8047 -0.3601 -1.9034 0.968 -0.050 -1.933 -0.179
C 0.5165 1.7277 -3.1752 0.848 3.843 -0.897 -0.291
C -0.1067 0.0149 0.3147 -0.180 1.142 -0.727 0.912
C -0.7355 -0.3550 1.5918 2.187 2.642 2.245 -1.439
N 0.7767 0.7645 -2.5230 -0.336 -1.162 1.958 0.024
O -0.0794 1.3997 0.0781 -0.143 -0.717 1.919 -0.524
H 0.2871 -1.7914 -0.4953 -0.100 -3.358 0.501 0.411
H 1.2207 -1.0782 -2.5711 0.475 -0.954 -0.034 0.333
H 1.2263 2.6889 -3.1257 -1.236 -2.192 -0.149 0.172
H -1.0684 -1.3326 1.6667 -0.737 -1.847 -0.092 0.347
H -1.5667 0.3827 1.7227 0.496 -0.829 0.442 0.381
H 0.1005 -0.2365 2.4723 -2.134 0.010 -1.806 0.258
H -0.2553 1.7871 0.9768 0.283 -0.130 -1.442 0.320